C35H52N5O4P2PdS10Te | the ωB97M-V functional and the def2-TZVPD basis

Summary:
orbital gap (spin up / spin down): 0.2314 / 0.1922 Eh
spin multiplicity: 6
energy: -190484.7119 eV
<S²>: 8.820

Each line ends with the Löwdin spin population.
Atoms and positions in Å:
1 Pd 0.072 -0.125 0.782  1.272
2 S 5.160 4.778 2.587  0.110
3 C 4.134 3.582 2.167  0.011
4 S 3.569 3.331 0.548  0.003
5 C 2.523 1.966 0.845  0.157
6 C 2.474 1.538 2.184  0.175
7 S 1.509 0.295 2.775  0.437
8 S 3.480 2.437 3.291  0.008
9 S 1.651 1.319 -0.437  0.352
10 C -1.540 0.600 -5.292  0.000
11 N -0.630 0.312 -4.195  0.000
12 C 0.767 0.664 -4.468  0.000
13 P -0.856 -0.864 -3.068  0.001
14 O -0.028 -0.689 -1.869  0.013
15 O -2.450 -0.747 -2.818  0.000
16 P -3.203 -0.736 -1.389  0.002
17 O -2.390 -0.931 -0.186  0.019
18 N -3.911 0.758 -1.414  0.000
19 C -4.553 1.326 -2.587  0.000
20 C -4.498 1.194 -0.142  0.001
21 N -4.266 -1.988 -1.608  0.001
22 C -5.172 -2.011 -2.744  0.000
23 C -4.732 -2.732 -0.441  0.000
24 N -0.635 -2.363 -3.723  0.000
25 C -0.230 -3.470 -2.863  0.000
26 C -1.376 -2.780 -4.903  0.000
27 H -1.484 1.665 -5.531  0.000
28 H -2.567 0.371 -5.012  0.000
29 H -1.290 0.043 -6.204  0.000
30 H 0.805 1.701 -4.806  0.000
31 H 1.212 0.024 -5.242  0.000
32 H 1.356 0.580 -3.555  0.000
33 H -4.059 0.990 -3.498  0.000
34 H -4.472 2.416 -2.546  0.000
35 H -5.619 1.071 -2.649  0.000
36 H -3.860 0.880 0.681  0.001
37 H -5.518 0.807 -0.008  0.000
38 H -4.540 2.284 -0.128  0.000
39 H -4.736 -1.488 -3.597  0.000
40 H -6.141 -1.551 -2.514  0.000
41 H -5.355 -3.045 -3.047  0.000
42 H -3.985 -2.680 0.348  0.000
43 H -4.880 -3.780 -0.717  0.000
44 H -5.685 -2.342 -0.062  0.000
45 H 0.114 -3.088 -1.905  0.002
46 H 0.576 -4.038 -3.339  0.000
47 H -1.071 -4.148 -2.684  0.000
48 H -1.748 -1.920 -5.458  0.000
49 H -2.237 -3.400 -4.628  0.000
50 H -0.734 -3.359 -5.571  0.000
51 C -2.667 0.421 3.759  0.008
52 C -1.735 0.167 2.605  0.070
53 O -1.232 -0.992 2.465  0.190
54 N -1.473 1.095 1.685  0.554
55 Te -0.594 3.206 2.062  0.312
56 C -0.135 4.923 3.305  0.110
57 C 0.069 4.757 4.678  0.004
58 C -0.076 3.436 5.397  0.019
59 C 0.407 5.868 5.452  0.002
60 C 0.558 7.128 4.896  -0.002
61 C 0.960 8.309 5.737  0.000
62 C 0.375 7.266 3.524  0.007
63 C 0.041 6.187 2.713  0.021
64 C -0.105 6.430 1.232  0.009
65 C -2.380 4.001 1.270  0.008
66 C -3.392 4.546 2.073  0.005
67 C -3.348 4.573 3.578  0.005
68 C -4.510 5.100 1.445  -0.001
69 C -4.641 5.132 0.067  0.005
70 C -5.835 5.776 -0.585  0.001
71 C -3.639 4.553 -0.704  -0.001
72 C -2.516 3.970 -0.130  0.006
73 C -1.507 3.291 -1.017  0.010
74 H -3.497 -0.287 3.701  0.000
75 H -3.058 1.436 3.741  0.002
76 H -2.148 0.240 4.704  0.001
77 H -0.137 2.582 4.727  0.016
78 H -0.978 3.432 6.017  0.000
79 H 0.776 3.268 6.060  0.000
80 H 0.563 5.736 6.520  0.000
81 H 0.810 8.111 6.799  0.000
82 H 0.387 9.200 5.472  0.000
83 H 2.017 8.546 5.591  0.000
84 H 0.514 8.242 3.065  0.002
85 H 0.400 7.356 0.950  0.000
86 H -1.156 6.516 0.940  0.000
87 H 0.329 5.621 0.641  0.005
88 H -2.839 3.701 3.989  0.004
89 H -4.361 4.598 3.983  0.000
90 H -2.815 5.452 3.943  0.000
91 H -5.300 5.518 2.063  0.000
92 H -6.657 5.893 0.122  0.000
93 H -6.194 5.185 -1.430  0.000
94 H -5.584 6.769 -0.966  0.000
95 H -3.738 4.542 -1.787  0.000
96 H -1.842 3.306 -2.056  0.000
97 H -1.368 2.251 -0.719  0.004
98 H -0.525 3.768 -0.966  0.005
99 C 3.281 -4.976 1.645  0.022
100 S 3.054 -5.497 -0.071  0.098
101 C 3.161 -4.037 -0.991  0.246
102 C 2.611 -2.777 -0.698  0.069
103 S 1.677 -2.427 0.630  0.439
104 S 2.925 -1.568 -1.939  -0.025
105 C 3.655 -2.595 -3.111  0.005
106 S 4.106 -2.129 -4.607  0.117
107 S 3.928 -4.214 -2.521  0.074
108 H 3.580 -5.888 2.162  0.001
109 H 2.368 -4.580 2.074  0.003
110 H 4.085 -4.246 1.713  0.002

Atomic forces in eV per Å
0.489 -0.224 0.332
-0.008 -0.024 0.007
0.036 0.049 -0.019
0.012 -0.002 -0.025
0.025 0.013 0.041
-0.017 0.037 -0.114
-0.008 0.052 -0.032
-0.015 -0.013 0.037
-0.081 0.070 -0.023
-0.007 0.061 0.037
0.062 -0.053 -0.144
-0.041 -0.065 -0.036
0.025 -0.070 -0.028
-0.019 0.014 0.005
0.014 0.160 -0.005
-0.121 0.144 0.083
0.046 -0.243 -0.154
-0.044 0.022 0.034
0.009 0.001 -0.021
-0.072 0.030 -0.032
-0.070 -0.088 0.074
-0.001 0.022 -0.010
0.002 0.017 -0.046
0.063 -0.011 -0.007
-0.029 0.004 -0.041
-0.010 0.071 -0.016
-0.007 -0.003 0.027
0.044 -0.030 0.002
0.026 0.037 0.034
-0.005 -0.013 0.016
-0.041 0.039 0.053
-0.040 -0.002 -0.035
-0.021 0.000 0.058
-0.005 -0.052 0.023
0.030 -0.008 0.007
0.007 -0.033 -0.011
0.045 -0.029 -0.003
-0.036 -0.074 -0.019
0.000 -0.020 0.057
0.025 -0.009 0.007
0.010 0.011 0.023
-0.011 0.022 -0.031
0.008 0.024 -0.009
0.036 -0.003 -0.016
0.036 0.015 0.010
-0.013 0.007 0.004
-0.002 0.004 0.015
0.049 -0.051 0.034
-0.004 0.003 0.018
0.012 -0.008 0.029
-0.008 -0.046 0.092
0.072 -0.136 -0.204
-0.288 0.336 0.029
-0.023 -0.104 0.099
0.008 -0.082 -0.026
-0.040 0.119 0.132
-0.047 -0.005 -0.047
-0.003 0.040 0.104
0.029 0.002 0.017
0.008 -0.016 -0.016
0.011 0.033 0.032
0.019 0.028 -0.014
0.014 -0.036 0.040
-0.042 0.025 -0.008
-0.167 0.096 0.022
0.065 -0.017 -0.177
0.006 -0.033 -0.010
0.007 -0.015 0.048
-0.028 0.032 -0.041
-0.042 0.017 -0.003
0.048 0.053 -0.022
0.024 0.064 0.102
-0.006 0.049 -0.068
0.051 0.031 0.004
0.012 0.016 -0.015
-0.009 0.015 -0.063
0.005 -0.043 -0.089
0.028 0.009 -0.032
-0.038 0.040 -0.015
-0.010 0.004 -0.074
-0.005 -0.008 -0.033
0.011 -0.034 -0.004
-0.031 -0.013 -0.006
-0.010 -0.078 0.038
-0.043 -0.036 0.021
0.012 -0.028 0.020
0.018 -0.044 0.013
0.042 -0.037 -0.016
0.043 0.012 -0.024
0.034 0.039 -0.003
0.045 -0.023 -0.030
0.037 -0.010 -0.023
0.016 0.007 0.021
0.009 -0.030 0.012
0.007 0.019 0.059
0.016 -0.005 0.033
-0.023 -0.085 0.005
-0.006 0.046 0.012
0.047 -0.113 0.125
0.011 0.015 0.010
-0.102 0.062 0.048
0.086 -0.006 -0.078
-0.246 0.137 -0.099
-0.083 0.031 0.001
0.093 -0.037 0.000
-0.026 0.001 0.016
-0.013 -0.013 -0.057
0.014 0.008 0.002
0.053 -0.052 -0.032
-0.040 -0.003 -0.016

=====

C23H25N3O7S | the ωB97M-V functional and the def2-TZVPD basis

Summary:
orbital gap: 0.3311 Eh
energy: -53895.8297 eV
SMILES: Cn1c(=O)oc2cc(S(=O)(=O)N3CCC(C(=O)NC[C@H]4COc5ccccc5O4)CC3)ccc21

Each line ends with the Mulliken charge.
Atoms and positions in Å:
1 C -1.614 -3.435 -0.807  -0.778
2 N -0.476 -3.150 0.025  0.101
3 C -0.369 -3.550 1.342  0.427
4 O -1.188 -4.143 1.980  -0.601
5 O 0.846 -3.140 1.815  -0.480
6 C 1.495 -2.499 0.804  1.049
7 C 2.749 -1.931 0.796  -1.225
8 C 3.146 -1.338 -0.394  0.068
9 S 4.766 -0.548 -0.458  1.297
10 O 5.177 -0.520 -1.829  -0.745
11 O 5.592 -1.180 0.522  -0.742
12 N 4.567 1.026 0.016  0.206
13 C 4.309 1.297 1.408  -1.244
14 C 2.811 1.403 1.712  0.075
15 C 2.163 2.428 0.774  0.279
16 C 0.662 2.560 1.018  -0.088
17 O 0.142 3.605 1.337  -0.683
18 N -0.050 1.417 0.851  0.345
19 C -1.487 1.411 0.974  -1.202
20 C -2.174 1.912 -0.314  0.254
21 C -2.017 0.909 -1.461  -0.661
22 O -2.626 -0.322 -1.136  -0.311
23 C -3.905 -0.170 -0.633  0.868
24 C -4.759 -1.264 -0.632  -0.728
25 C -6.047 -1.140 -0.146  -0.619
26 C -6.494 0.082 0.332  -0.472
27 C -5.647 1.173 0.343  -0.751
28 C -4.345 1.054 -0.127  0.465
29 O -3.542 2.164 -0.087  -0.482
30 C 2.448 2.070 -0.690  0.381
31 C 3.959 1.949 -0.908  -1.380
32 C 2.347 -1.324 -1.526  -0.754
33 C 1.085 -1.902 -1.519  -0.582
34 C 0.670 -2.489 -0.335  0.404
35 H -2.350 -3.942 -0.185  0.384
36 H -2.030 -2.504 -1.194  0.096
37 H -1.324 -4.084 -1.635  0.323
38 H 3.412 -1.960 1.643  0.572
39 H 4.805 2.238 1.668  0.376
40 H 4.774 0.491 1.975  0.508
41 H 2.674 1.713 2.748  0.532
42 H 2.344 0.425 1.585  -0.193
43 H 2.593 3.413 0.982  0.424
44 H 0.404 0.581 0.522  -0.256
45 H -1.828 0.403 1.220  0.406
46 H -1.762 2.096 1.781  0.365
47 H -1.736 2.877 -0.588  0.522
48 H -0.965 0.694 -1.658  0.327
49 H -2.479 1.326 -2.366  0.226
50 H -4.403 -2.204 -1.023  0.320
51 H -6.702 -1.996 -0.148  0.413
52 H -7.502 0.184 0.701  0.385
53 H -5.966 2.132 0.717  0.451
54 H 1.970 1.123 -0.948  -0.415
55 H 2.048 2.846 -1.345  0.566
56 H 4.431 2.928 -0.772  0.377
57 H 4.190 1.586 -1.910  0.526
58 H 2.745 -0.874 -2.421  0.540
59 H 0.460 -1.906 -2.396  0.531

Atomic forces in eV per Å
-0.234 -0.046 -0.165
0.310 0.064 0.240
-0.821 -0.261 -0.210
0.159 -0.024 0.201
0.317 -0.023 0.367
0.109 0.421 -0.841
-0.384 -0.386 0.292
0.676 0.258 -0.238
-0.123 0.170 -0.042
-0.269 0.091 -0.101
-0.199 -0.032 0.286
0.392 -0.925 -0.314
-0.203 -0.201 0.631
0.190 0.221 -0.077
-0.199 -0.078 -0.002
0.697 -0.190 -0.093
-0.279 0.464 0.106
-0.230 -0.365 -0.158
-0.392 0.350 -0.027
0.678 -0.357 -0.077
0.063 0.670 -0.043
-0.377 -0.264 0.252
0.085 0.098 -0.072
0.112 0.155 0.014
0.003 -0.097 -0.030
-0.019 0.052 0.033
0.200 -0.016 -0.079
-0.005 -0.071 0.005
-0.403 -0.065 0.071
0.229 0.171 0.119
-0.393 0.123 -0.591
0.214 0.016 -0.063
-0.171 -0.093 0.235
0.507 0.188 0.243
0.022 0.029 -0.069
0.015 -0.093 0.020
-0.023 -0.026 0.018
0.059 -0.038 0.192
0.027 -0.074 -0.006
0.007 0.198 0.178
-0.035 -0.052 0.050
-0.012 0.051 0.069
-0.122 -0.031 0.005
0.108 0.023 0.041
0.021 0.065 0.018
-0.021 -0.162 -0.073
0.005 -0.165 0.007
-0.055 0.070 0.006
0.078 -0.067 0.074
0.055 -0.108 -0.066
-0.067 -0.084 -0.002
-0.096 0.014 0.040
-0.040 0.133 0.060
-0.024 0.074 -0.033
-0.047 -0.011 -0.052
0.024 -0.062 -0.030
-0.030 0.265 -0.031
-0.021 0.038 -0.154
-0.069 -0.004 -0.133

=====

C21H38N2O2 | the ωB97M-V functional and the def2-TZVPD basis

Summary:
orbital gap: 0.3696 Eh
energy: -29471.1089 eV
SMILES: CC(C)(CNC(=O)CCC1CCCC1)CNC(=O)CCC1CCCC1

Each line ends with the Mulliken charge.
Atoms and positions in Å:
1 C -0.174 1.660 -3.923  -1.956
2 C -1.068 0.948 -2.905  2.239
3 C -2.486 0.839 -3.473  -2.006
4 C -1.137 1.764 -1.599  -1.455
5 N 0.053 1.693 -0.791  0.194
6 C 0.025 1.300 0.502  0.705
7 O -1.013 1.006 1.066  -0.756
8 C 1.378 1.256 1.181  -1.135
9 C 2.125 2.590 1.141  -1.278
10 C 1.316 3.739 1.752  0.612
11 C 1.989 5.094 1.516  -1.099
12 C 3.078 5.181 2.589  -0.703
13 C 2.580 4.307 3.756  -0.633
14 C 1.264 3.676 3.281  -0.982
15 C -0.487 -0.459 -2.660  -1.465
16 N -1.028 -1.137 -1.510  -0.041
17 C -0.252 -1.520 -0.470  0.258
18 O 0.956 -1.363 -0.478  -0.718
19 C -1.010 -2.130 0.689  -0.492
20 C -0.210 -3.222 1.401  -1.364
21 C -0.362 -4.628 0.807  0.250
22 C -0.063 -4.704 -0.704  -0.749
23 C -1.405 -4.979 -1.380  -0.427
24 C -2.130 -5.854 -0.362  -0.648
25 C -1.784 -5.202 0.977  -0.928
26 H -0.111 1.081 -4.842  0.437
27 H -0.579 2.641 -4.165  0.436
28 H 0.835 1.790 -3.538  0.389
29 H -2.905 1.830 -3.636  0.449
30 H -2.476 0.312 -4.424  0.433
31 H -3.143 0.306 -2.789  0.403
32 H -1.351 2.810 -1.852  0.478
33 H -1.945 1.395 -0.962  0.435
34 H 0.939 1.874 -1.230  0.291
35 H 1.966 0.477 0.690  0.339
36 H 1.209 0.947 2.213  0.352
37 H 2.372 2.846 0.107  0.360
38 H 3.067 2.478 1.680  0.492
39 H 0.310 3.719 1.325  0.556
40 H 1.256 5.889 1.664  0.339
41 H 2.394 5.193 0.509  0.450
42 H 4.020 4.795 2.200  0.253
43 H 3.248 6.211 2.899  0.413
44 H 2.424 4.897 4.658  0.393
45 H 3.312 3.536 3.995  0.267
46 H 0.417 4.267 3.632  0.379
47 H 1.137 2.661 3.652  0.294
48 H 0.590 -0.398 -2.480  0.411
49 H -0.651 -1.069 -3.557  0.551
50 H -2.029 -1.226 -1.441  0.349
51 H -1.189 -1.301 1.380  0.234
52 H -1.979 -2.499 0.355  0.586
53 H -0.510 -3.264 2.451  0.391
54 H 0.843 -2.933 1.365  0.434
55 H 0.348 -5.267 1.342  0.516
56 H 0.616 -5.535 -0.903  0.393
57 H 0.410 -3.797 -1.070  0.288
58 H -1.954 -4.049 -1.532  0.064
59 H -1.291 -5.468 -2.347  0.420
60 H -3.205 -5.904 -0.535  0.377
61 H -1.729 -6.868 -0.400  0.292
62 H -1.834 -5.915 1.800  0.372
63 H -2.492 -4.402 1.194  0.261

Atomic forces in eV per Å
-0.194 -0.180 0.175
0.022 -0.018 0.052
0.288 0.069 0.114
-0.264 -0.085 -0.099
0.087 0.169 -0.480
0.482 0.039 0.180
-0.286 -0.054 0.265
0.143 -0.013 0.078
-0.321 0.075 0.098
0.034 0.042 -0.141
-0.047 -0.049 -0.026
0.075 0.109 -0.028
0.038 -0.020 0.109
-0.062 -0.065 -0.043
0.179 0.193 -0.113
-0.312 0.170 -0.322
-0.459 -0.172 0.066
0.349 -0.047 0.131
0.331 -0.065 0.276
-0.004 -0.157 -0.068
0.128 0.111 0.219
-0.015 0.038 -0.068
0.066 -0.191 -0.027
-0.141 0.102 -0.008
0.063 -0.174 -0.014
0.066 -0.047 -0.141
-0.033 0.115 -0.051
0.185 0.028 0.010
-0.119 0.108 -0.020
-0.022 -0.050 -0.119
-0.149 -0.065 0.086
-0.101 -0.091 -0.011
0.067 0.101 -0.120
0.047 -0.014 0.137
-0.040 -0.020 0.060
-0.051 -0.039 -0.063
0.107 0.018 -0.013
0.138 -0.016 -0.049
-0.001 0.024 -0.006
-0.034 0.047 -0.034
-0.046 0.048 -0.086
0.051 0.042 0.011
0.095 0.008 -0.025
0.050 -0.049 0.057
0.024 0.012 0.068
-0.055 -0.030 0.026
-0.104 -0.063 0.072
-0.133 -0.023 -0.105
0.085 0.088 -0.001
0.069 -0.116 0.146
-0.063 -0.028 -0.098
-0.104 0.044 -0.018
0.024 0.049 0.028
-0.025 0.041 0.106
-0.046 0.017 -0.031
0.044 0.009 -0.039
0.154 -0.030 -0.072
-0.054 0.074 -0.038
-0.044 0.060 -0.083
-0.032 -0.100 -0.012
-0.008 -0.073 -0.020
-0.054 0.045 0.084
-0.067 0.046 0.043

=====

C20H9Cl5N3O6Ti | the ωB97M-V functional and the def2-TZVPD basis

Summary:
orbital gap: 0.2695 Eh
total charge: +1
energy: -123365.9888 eV

Each line ends with the Mulliken charge.
Atoms and positions in Å:
1 Ti -0.191 0.167 0.498  0.139
2 Cl -3.047 1.458 -0.427  -0.124
3 C -2.721 -0.082 -1.098  0.888
4 C -1.426 -0.553 -0.895  -1.114
5 C -1.177 -1.879 -1.228  1.253
6 Cl 0.353 -2.394 -0.613  -0.278
7 C -2.107 -2.722 -1.815  -0.444
8 Cl -1.736 -4.352 -2.172  -0.151
9 C -3.390 -2.196 -2.060  0.777
10 Cl -4.597 -3.200 -2.716  -0.137
11 C -3.705 -0.879 -1.688  -0.262
12 Cl -5.286 -0.273 -1.896  -0.142
13 C 3.422 -1.542 0.734  -1.076
14 C 2.998 -0.130 0.861  0.237
15 N 1.850 0.424 0.467  0.196
16 C 1.917 1.760 0.850  0.404
17 C 3.115 1.990 1.481  0.159
18 N 3.771 0.794 1.461  0.010
19 C 3.717 3.160 2.220  0.467
20 O 3.014 4.257 2.287  -0.511
21 O 4.793 2.996 2.728  -0.565
22 C 0.704 2.612 0.763  0.537
23 O 0.699 3.790 1.034  -0.729
24 O -0.341 1.909 0.427  -0.248
25 H 2.652 -2.155 0.278  0.052
26 H 3.656 -1.953 1.718  0.377
27 H 4.323 -1.619 0.127  0.417
28 H 4.686 0.660 1.877  0.279
29 H 2.131 4.264 1.833  0.444
30 O 0.693 0.419 3.017  -0.477
31 C -0.312 -0.279 3.120  0.151
32 N -0.977 -0.656 1.976  0.664
33 C -2.131 -1.387 2.290  0.194
34 O -2.884 -1.799 1.443  -0.507
35 C -2.149 -1.510 3.767  -0.046
36 C -3.045 -2.137 4.606  -0.399
37 C -2.777 -2.108 5.974  -0.498
38 C -1.652 -1.473 6.475  -0.558
39 C -0.752 -0.823 5.634  -0.305
40 C -1.016 -0.846 4.277  0.040
41 H -3.921 -2.626 4.210  0.523
42 H -3.463 -2.591 6.652  0.425
43 H -1.469 -1.474 7.539  0.420
44 H 0.118 -0.319 6.026  0.520

Atomic forces in eV per Å
0.192 -2.601 -1.279
-0.751 0.216 -0.186
0.228 -0.187 0.035
-0.655 -0.633 -0.452
-0.512 0.445 0.008
0.477 -0.440 -0.053
0.075 0.207 0.102
0.094 0.049 0.053
0.200 0.169 0.216
0.039 0.008 -0.070
0.259 0.115 0.070
-0.029 0.035 -0.012
0.061 -0.231 -0.024
0.101 -0.170 0.124
0.520 0.253 0.067
0.911 0.645 0.464
-0.761 0.446 -0.211
-0.407 -0.028 -0.254
-0.165 -0.565 -0.283
-0.065 0.584 0.141
0.048 0.043 0.009
2.007 1.372 0.714
-0.295 -0.496 -0.216
-1.034 1.518 -0.241
0.097 0.096 0.033
-0.041 0.025 0.004
0.002 0.030 -0.056
-0.058 0.041 -0.054
0.375 -0.391 -0.012
-0.371 -0.209 0.323
0.813 0.419 0.381
-0.332 -0.046 0.419
-0.915 -0.602 -0.692
0.049 -0.038 0.693
0.438 0.237 0.498
0.042 0.038 -0.087
-0.115 -0.048 -0.212
0.182 0.126 -0.008
0.003 0.056 -0.200
-0.632 -0.402 0.068
-0.087 -0.084 -0.018
-0.047 -0.044 0.087
-0.013 -0.005 0.073
0.072 0.047 0.036